# 1
# C33H57BrN2NiO2Si

A molecular structure, C33H57BrN2NiO2Si (wB97M-V/def2-TZVPD, the Open Molecules 2025 dataset).

The geometry in XYZ format:
```
97
C33H57BrN2NiO2Si, DFT wB97M-V/def2-TZVPD
O -1.14 -0.98 1.56
O -3.93 -0.89 -1.30
C -0.92 -2.33 1.99
C -0.10 -2.57 3.25
H -0.40 -2.77 1.13
H -1.90 -2.84 2.07
H 0.83 -1.98 3.22
H 0.15 -3.64 3.29
H -0.64 -2.30 4.16
C -1.43 -0.05 2.62
C -2.94 0.03 2.77
H -1.02 0.93 2.31
H -0.93 -0.34 3.57
H -3.44 0.10 1.79
H -3.27 0.88 3.38
H -3.30 -0.88 3.28
C -4.39 0.16 -2.19
C -4.96 -1.76 -0.83
C -4.41 1.51 -1.51
H -5.40 -0.09 -2.56
H -3.69 0.14 -3.04
H -5.09 1.49 -0.65
H -4.76 2.25 -2.23
H -3.41 1.80 -1.16
C -6.05 -1.07 -0.05
H -4.44 -2.51 -0.22
H -5.42 -2.28 -1.70
H -5.66 -0.43 0.75
H -6.68 -1.83 0.42
H -6.70 -0.46 -0.69
H -1.97 -1.47 -1.51
N 3.29 1.02 1.88
C 4.30 1.88 1.70
C 4.54 2.48 0.47
C 3.67 2.40 -0.62
C 5.18 2.27 2.85
H 5.46 1.44 3.50
H 4.69 3.04 3.45
H 6.10 2.69 2.43
C 3.86 3.33 -1.78
H 2.96 3.95 -1.96
H 4.11 2.82 -2.72
H 4.70 4.00 -1.54
N 2.66 1.52 -0.64
C 2.78 0.73 3.19
C 3.06 -0.51 3.78
C 3.80 -1.59 3.06
C 2.65 -0.76 5.10
H 2.90 -1.71 5.56
C 1.93 0.21 5.80
H 1.61 0.02 6.82
C 1.67 1.45 5.22
H 1.15 2.23 5.78
C 2.09 1.73 3.92
C 1.80 3.11 3.42
C 1.60 1.63 -1.61
C 1.72 0.96 -2.85
C 2.86 0.02 -3.11
C 0.76 1.20 -3.84
H 0.88 0.69 -4.80
C -0.31 2.05 -3.61
H -1.03 2.24 -4.40
C -0.45 2.67 -2.38
H -1.30 3.33 -2.19
C 0.48 2.47 -1.37
C 0.26 3.10 -0.03
Ni 2.62 0.03 0.46
H 3.13 -2.37 2.68
H 4.50 -2.08 3.75
H 4.37 -1.21 2.20
H 1.68 3.20 2.33
H 2.59 3.82 3.73
H 0.87 3.45 3.90
H 2.74 -0.45 -4.10
H 2.88 -0.79 -2.36
H 3.83 0.54 -3.10
H 1.13 3.64 0.36
H -0.05 2.35 0.73
H -0.57 3.83 -0.12
H 5.39 3.15 0.39
C -1.23 -1.56 -2.35
Si -1.61 -2.90 -3.64
H -1.20 -0.59 -2.84
H -0.25 -1.73 -1.88
C -2.12 -4.51 -2.77
C -0.16 -3.32 -4.79
C -3.06 -2.50 -4.82
H -3.32 -3.40 -5.40
H -2.79 -1.71 -5.53
H -3.95 -2.18 -4.26
H -1.25 -4.95 -2.27
H -2.52 -5.24 -3.49
H -2.90 -4.29 -2.02
H 0.79 -3.35 -4.23
H -0.06 -2.57 -5.59
H -0.32 -4.30 -5.25
Br 1.81 -1.96 -0.14
```

Output
* calculated total energy: -161186.013 eV
* max |F|: 1.6 eV Å⁻¹
* multiplicity: 3
* HOMO level (alpha / beta): -8.10 / -8.40 eV
* relative energy (zero: lowest compared OMol25 entry of this formula, charge and spin): 0.0 kJ/mol
* lowest unoccupied orbital energy (alpha / beta): 0.01795 / -0.01042 Eh
* Kohn-Sham gap (alpha / beta): 8.59 / 8.12 eV

---

# 2
# C33H57CuN4OP2

A molecular structure, C33H57CuN4OP2 (wB97M-V/def2-TZVPD, the Open Molecules 2025 dataset).

The geometry in XYZ format:
```
98
C33H57CuN4OP2, DFT wB97M-V/def2-TZVPD
C -0.88 -2.56 -1.76
C 1.34 -2.15 -1.19
C -0.51 -3.59 -2.63
C 1.75 -3.32 -1.90
C 0.82 -4.03 -2.64
H -1.28 -4.01 -3.27
H 2.81 -3.56 -1.92
H 1.11 -4.88 -3.25
N 0.00 -2.01 -0.93
P -2.60 -1.04 -0.24
P 2.53 0.44 -0.27
C -2.29 -2.00 -1.80
H -2.39 -1.34 -2.68
H -2.99 -2.82 -1.97
C 0.80 0.98 0.29
O 0.42 2.12 0.48
C 2.33 -1.17 -0.96
H 3.32 -1.63 -1.08
C 3.51 1.18 -1.73
C 3.58 0.65 1.26
C -3.70 0.45 -0.68
C -3.52 -2.41 0.70
C 2.99 2.60 -1.87
H 3.18 3.22 -0.98
H 3.47 3.08 -2.74
H 1.91 2.56 -2.04
C 5.04 1.17 -1.60
H 5.42 1.76 -0.77
H 5.43 0.15 -1.55
H 5.45 1.62 -2.52
C 3.26 0.37 -3.02
H 3.82 0.83 -3.85
H 3.63 -0.66 -2.92
H 2.20 0.32 -3.28
C 3.97 2.14 1.43
H 3.08 2.78 1.48
H 4.51 2.24 2.38
H 4.63 2.52 0.64
C 2.81 0.23 2.52
H 1.89 0.80 2.66
H 2.57 -0.84 2.50
H 3.47 0.41 3.38
C 4.84 -0.23 1.23
H 5.53 0.00 0.42
H 5.37 -0.07 2.18
H 4.57 -1.29 1.16
C -3.88 -1.91 2.10
H -4.26 -2.76 2.68
H -3.00 -1.50 2.62
H -4.66 -1.13 2.09
C -2.55 -3.60 0.85
H -2.31 -4.07 -0.10
H -1.63 -3.28 1.35
H -3.04 -4.35 1.49
C -4.80 -2.88 -0.04
H -4.99 -3.92 0.25
H -5.67 -2.29 0.25
H -4.71 -2.86 -1.14
C -3.76 0.64 -2.20
H -4.28 -0.19 -2.70
H -4.33 1.56 -2.42
H -2.76 0.75 -2.62
C -3.04 1.69 -0.05
H -2.02 1.84 -0.44
H -3.64 2.58 -0.28
H -2.97 1.59 1.05
C -5.13 0.34 -0.14
H -5.68 -0.50 -0.58
H -5.16 0.27 0.96
H -5.67 1.26 -0.42
Cu -0.45 -0.59 0.44
N -0.21 0.40 -2.07
C 0.22 1.17 -2.83
C 0.07 2.24 -3.91
C 1.18 2.04 -4.93
C -1.28 2.07 -4.59
C 0.11 3.64 -3.30
H 2.16 2.26 -4.49
H 1.17 1.00 -5.29
H 1.05 2.70 -5.80
H -2.10 2.31 -3.89
H -1.38 2.78 -5.43
H -1.41 1.06 -4.98
H -0.12 4.39 -4.08
H -0.64 3.74 -2.51
H 1.09 3.91 -2.90
C -0.80 -1.04 5.85
N -0.40 -1.37 4.50
C 0.38 -2.46 4.12
C 0.46 -2.43 2.75
N -0.26 -1.33 2.30
C -0.77 -0.72 3.38
H -1.56 -1.73 6.22
H 0.06 -1.09 6.52
H -1.21 -0.02 5.87
H 0.80 -3.16 4.82
H 0.98 -3.10 2.09
H -1.38 0.18 3.40
```

Output
* calculated total energy: -106364.120 eV
* max |F|: 2.9 eV Å⁻¹
* multiplicity: 2
* HOMO level (alpha / beta): -9.02 / -8.94 eV
* relative energy (zero: lowest compared OMol25 entry of this formula, charge and spin): 0.0 kJ/mol
* charge: +1
* lowest unoccupied orbital energy (alpha / beta): -0.07464 / -0.13592 Eh
* Kohn-Sham gap (alpha / beta): 6.99 / 5.24 eV